This record from the OMol25 dataset describes a structure of composition C20H46OP4SeSm in a non-equilibrium geometry. The level of theory is ωB97M-V/def2-TZVPD.

```
73
Properties=species:S:1:pos:R:3:forces:R:3
Sm 0.10754 0.37749 0.10539 1.5759 -1.0027 0.9664
P 1.94357 -1.38917 1.46877 0.7566 -0.3903 0.8715
P 1.82438 2.61720 -0.10491 0.9704 1.1200 -0.2626
P 1.69455 -1.03847 -1.88861 0.5118 -0.5162 -0.9896
H -3.09343 -2.48603 -0.13544 0.2299 -0.5409 0.0996
C -2.30905 -3.17030 -0.48660 0.7583 0.4832 -0.0460
C -1.40079 -3.71270 0.34128 0.0258 0.7857 0.0571
H -1.40981 -3.48406 1.42001 -0.2376 -0.3350 -0.5150
C 1.50049 -1.57203 3.23434 -0.2019 -0.0086 0.1586
C 3.64664 -0.73365 1.65400 -0.0996 0.2293 -0.1181
C 2.36842 -3.12980 1.13191 -0.2642 -0.1262 -0.2839
C 1.02276 3.82406 -1.23425 -0.2663 -0.0062 -0.1106
C 1.86854 3.41087 1.54987 0.0079 0.1592 0.4048
C 3.57043 2.44198 -0.67893 0.3616 -0.3118 -0.0653
C 1.25210 -2.74373 -2.38322 -0.3898 -0.0748 0.2129
C 3.51726 -1.21509 -1.92357 0.1804 0.2792 0.1002
C 1.43636 -0.20387 -3.49560 -0.1235 0.2917 -0.1667
H -2.25254 -3.27410 -1.57987 -0.1096 -0.3328 0.5378
H -0.56235 -4.33725 0.00924 -0.5703 0.1183 -0.0725
H 0.44499 -1.85044 3.33848 0.2428 -0.0579 0.0165
H 1.67199 -0.64133 3.78747 0.0308 -0.1972 -0.1434
H 2.13308 -2.37071 3.65032 -0.2684 0.3374 0.0748
H 3.62122 0.28940 2.04696 0.1247 -0.2020 0.0462
H 4.17835 -0.72587 0.69507 -0.0779 -0.0672 0.2900
H 4.15730 -1.40296 2.36408 -0.0006 0.3645 -0.2346
H 1.45631 -3.73231 1.09538 0.2124 -0.0513 0.0596
H 2.99558 -3.44026 1.98111 -0.1583 -0.1050 -0.4199
H 2.91440 -3.25601 0.19041 -0.1017 -0.0003 0.3092
H 1.48422 4.82277 -1.26202 0.0128 -0.4050 0.1714
H -0.03300 3.93200 -0.94823 0.2411 0.0963 0.0498
H 1.00971 3.41643 -2.25368 0.1683 0.0615 0.1826
H 2.27233 4.44075 1.58074 -0.1574 -0.5091 -0.2821
H 2.46528 2.80107 2.24621 -0.0465 0.1156 -0.2966
H 0.84735 3.43394 1.96405 0.2430 0.1229 -0.2548
H 4.16302 3.37752 -0.74704 -0.6383 -0.3408 0.1480
H 3.59011 1.96085 -1.67453 -0.1685 0.3359 0.3531
H 4.11582 1.75203 -0.00794 -0.2997 0.3579 -0.1502
H 1.54654 -2.86046 -3.43641 -0.0924 -0.1391 0.3638
H 0.17280 -2.90730 -2.27504 0.2480 -0.0717 -0.1437
H 1.78388 -3.47249 -1.76065 -0.1684 0.1208 -0.1896
H 3.79922 -1.47346 -2.95581 0.0000 0.0452 0.3554
H 3.85326 -2.01471 -1.25266 -0.0531 0.2321 -0.2031
H 4.01126 -0.27622 -1.64081 -0.0287 -0.3027 -0.1352
H 1.89519 -0.84868 -4.26279 -0.1778 0.4550 0.1178
H 1.90655 0.79111 -3.50469 -0.0725 -0.2832 -0.0874
H 0.36233 -0.07629 -3.70054 0.4733 -0.1971 -0.0733
C -3.27939 0.61847 -2.93421 -1.2056 -0.3221 -0.7301
C -4.00593 -0.54191 -2.65752 -0.0372 -0.9021 0.3220
C -5.15897 -0.89312 -3.39039 -0.0205 0.3686 -0.1992
C -5.63095 -0.08982 -4.43983 0.6580 0.2232 0.2885
C -4.90019 1.06579 -4.74041 0.1987 -0.4165 0.4965
C -3.76633 1.42635 -3.97512 0.5063 0.6610 -0.2608
Se -1.56041 1.05909 -2.00064 -2.0577 -0.7958 0.8021
H -1.83673 0.51235 -0.47312 -1.7597 0.9373 -2.4063
H -3.68818 -1.22314 -1.86893 -0.0456 0.1707 -0.2000
H -5.71913 -1.81121 -3.19132 0.4570 0.2827 0.3136
H -6.53441 -0.35495 -5.01894 0.7139 0.1240 0.4430
H -5.22198 1.65454 -5.59648 0.2742 0.2276 0.3449
H -3.24808 2.35441 -4.22281 -0.1665 -0.2146 -0.0370
C -2.21903 -0.38015 4.22944 0.0635 -0.1002 0.0041
P -1.46585 1.03553 3.42941 -0.5136 0.4692 0.1860
C -2.71962 2.32679 3.27209 -0.0446 0.0239 -0.0786
C -0.10607 1.64904 4.43220 -0.0160 -0.0799 0.1716
O -0.91958 0.66945 2.02003 0.0887 -0.0414 -0.1348
H -2.71244 -0.04914 5.15487 0.1252 -0.0921 -0.2158
H -1.45336 -1.12395 4.48432 -0.1946 0.1732 -0.0263
H -2.96737 -0.84329 3.57128 0.1647 0.1953 0.1625
H -3.06082 2.65203 4.27496 0.1892 -0.1820 -0.4975
H -2.29293 3.19796 2.73695 -0.2437 -0.4201 0.2833
H -3.59093 1.93355 2.71071 0.4634 0.2264 0.2770
H 0.38146 0.79524 4.92108 -0.0453 0.2945 -0.0764
H 0.62002 2.18297 3.80159 -0.2951 -0.1531 0.2614
H -0.48697 2.32739 5.20956 0.1401 -0.1944 -0.1963
```
Positions in Å, forces in eV/Å.

Output
HOMO-LUMO gap (alpha / beta) = 6.54 / 6.99 eV
multiplicity = 6
charge = +3
⟨S²⟩ = 8.7674
HOMO level (alpha / beta) = -16.682 / -16.683 eV